{
  "formula": "C29H72N4O3Si2",
  "method": "wB97M-V/def2-TZVPD",
  "elements": ["C", "C", "O", "C", "C", "C", "C", "C", "Si", "C", "N", "C", "O", "Si", "C", "C", "O", "H", "H", "H", "H", "H", "H", "H", "H", "H", "H", "H", "H", "H", "H", "H", "H", "H", "H", "H", "H", "H", "H", "H", "H", "H", "H", "H", "C", "C", "N", "C", "C", "C", "C", "H", "H", "H", "H", "H", "H", "H", "H", "H", "H", "H", "H", "H", "H", "H", "C", "C", "N", "C", "C", "C", "C", "H", "H", "H", "H", "H", "H", "H", "H", "H", "H", "H", "H", "H", "H", "H", "C", "C", "N", "C", "C", "C", "C", "H", "H", "H", "H", "H", "H", "H", "H", "H", "H", "H", "H", "H", "H", "H"],
  "coordinates": [[-4.251, -3.777, 1.337], [-3.994, -3.048, -0.073], [-2.810, -2.200, 0.055], [-1.674, -2.805, -0.610], [-0.248, -2.467, 0.044], [-0.309, -1.657, 1.415], [-0.670, -0.100, 1.240], [0.635, 0.840, 1.098], [0.062, 2.655, 0.735], [1.580, 3.828, 1.024], [1.584, 4.147, 2.488], [2.969, 4.445, 2.977], [-1.260, 2.985, 1.799], [-2.515, 3.903, 1.046], [-3.231, 5.088, 2.410], [-4.600, 5.679, 1.807], [-5.599, 4.920, 1.845], [-3.351, -4.381, 1.684], [-5.207, -4.390, 1.347], [-4.390, -2.922, 2.094], [-3.909, -3.788, -0.942], [-4.940, -2.433, -0.285], [-1.799, -3.948, -0.567], [-1.742, -2.536, -1.726], [0.391, -1.947, -0.757], [0.312, -3.446, 0.271], [0.756, -1.685, 1.853], [-0.960, -2.189, 2.189], [-1.428, 0.061, 0.404], [-1.169, 0.217, 2.225], [1.175, 0.887, 2.111], [1.370, 0.471, 0.314], [-0.261, 2.739, -0.690], [1.422, 4.762, 0.392], [2.560, 3.354, 0.678], [1.176, 3.343, 2.989], [3.776, 4.320, 2.186], [3.210, 3.771, 3.879], [2.943, 5.518, 3.388], [-2.091, 4.685, -0.115], [-3.640, 3.013, 0.694], [-2.480, 5.925, 2.594], [-3.492, 4.509, 3.363], [-4.708, 6.738, 1.404], [2.143, -0.848, -5.166], [2.007, -1.911, -4.083], [1.409, -3.157, -4.547], [1.041, -4.058, -3.457], [2.170, -4.629, -2.597], [2.054, -3.793, -5.690], [3.529, -4.174, -5.554], [1.178, -0.632, -5.631], [2.520, 0.080, -4.729], [2.847, -1.148, -5.946], [1.366, -1.486, -3.300], [2.990, -2.076, -3.625], [0.453, -4.890, -3.860], [0.349, -3.525, -2.795], [2.712, -5.419, -3.117], [1.749, -5.075, -1.692], [2.881, -3.863, -2.281], [1.955, -3.127, -6.553], [1.485, -4.684, -5.977], [4.122, -3.392, -5.076], [3.957, -4.347, -6.545], [3.655, -5.099, -4.990], [3.516, 6.651, 6.922], [4.455, 5.806, 7.774], [5.029, 4.666, 7.070], [5.706, 3.723, 7.958], [6.953, 4.212, 8.697], [5.732, 4.966, 5.829], [6.916, 5.933, 5.897], [2.710, 6.044, 6.502], [3.063, 7.434, 7.535], [4.043, 7.146, 6.103], [3.866, 5.433, 8.621], [5.230, 6.458, 8.197], [5.963, 2.820, 7.394], [4.980, 3.386, 8.707], [7.818, 4.266, 8.035], [7.205, 3.506, 9.493], [6.805, 5.188, 9.163], [5.008, 5.369, 5.113], [6.069, 4.032, 5.367], [6.712, 6.803, 6.524], [7.147, 6.302, 4.894], [7.816, 5.441, 6.267], [-7.796, -4.321, -4.229], [-6.364, -3.828, -4.060], [-5.366, -4.671, -4.709], [-3.997, -4.344, -4.320], [-3.460, -2.969, -4.713], [-5.566, -4.922, -6.131], [-5.625, -3.713, -7.066], [-7.905, -5.348, -3.872], [-8.475, -3.690, -3.650], [-8.122, -4.277, -5.271], [-6.159, -3.812, -2.982], [-6.306, -2.788, -4.403], [-3.319, -5.113, -4.707], [-3.923, -4.434, -3.229], [-3.209, -2.923, -5.773], [-2.539, -2.765, -4.159], [-4.163, -2.167, -4.481], [-6.495, -5.489, -6.252], [-4.790, -5.606, -6.491], [-6.229, -2.898, -6.661], [-6.074, -4.007, -8.019], [-4.630, -3.329, -7.291]],
  "homo_energy_ev": -8.11,
  "orbital_gap_ev": 8.74
}

***

{
  "formula": "C29H76N4O9",
  "method": "wB97M-V/def2-TZVPD",
  "elements": ["C", "O", "C", "C", "C", "N", "H", "H", "H", "H", "H", "H", "H", "H", "H", "H", "H", "C", "O", "C", "C", "C", "N", "H", "H", "H", "H", "H", "H", "H", "H", "H", "H", "H", "C", "O", "C", "C", "N", "C", "C", "O", "C", "H", "H", "H", "H", "H", "H", "H", "H", "H", "H", "H", "H", "H", "H", "H", "C", "O", "C", "C", "N", "C", "C", "O", "C", "H", "H", "H", "H", "H", "H", "H", "H", "H", "H", "H", "H", "H", "H", "H", "C", "C", "C", "O", "H", "H", "H", "H", "H", "H", "H", "H", "C", "C", "C", "O", "H", "H", "H", "H", "H", "H", "H", "H", "C", "C", "C", "O", "H", "H", "H", "H", "H", "H", "H", "H"],
  "coordinates": [[-8.035, 2.940, 0.321], [-8.173, 1.527, 0.360], [-7.173, 0.783, -0.267], [-7.152, 0.928, -1.786], [-8.569, 0.721, -2.473], [-6.352, -0.143, -2.383], [-8.267, 3.367, -0.655], [-7.091, 3.361, 0.668], [-8.841, 3.259, 0.982], [-6.200, 0.839, 0.221], [-7.430, -0.269, -0.139], [-6.648, 1.845, -2.092], [-9.240, 1.559, -2.278], [-9.067, -0.148, -2.044], [-8.389, 0.528, -3.531], [-6.182, 0.052, -3.359], [-5.438, -0.136, -1.954], [-1.543, -2.338, 4.162], [-0.968, -3.181, 3.238], [-0.051, -4.036, 3.884], [0.301, -5.213, 2.897], [-0.712, -6.319, 2.596], [1.392, -5.956, 3.453], [-2.364, -1.752, 3.747], [-0.861, -1.554, 4.491], [-1.869, -2.906, 5.033], [0.842, -3.470, 4.150], [-0.392, -4.497, 4.811], [0.576, -4.774, 1.938], [-1.194, -6.821, 3.435], [-0.276, -7.155, 2.049], [-1.593, -5.887, 2.121], [1.044, -6.653, 4.097], [1.930, -5.336, 4.041], [6.573, 1.214, -3.986], [6.235, 2.574, -3.769], [6.905, 3.123, -2.661], [6.395, 4.579, -2.504], [4.947, 4.709, -2.379], [4.488, 6.112, -2.488], [2.964, 6.171, -2.337], [2.470, 5.738, -3.590], [1.075, 6.096, -3.740], [5.897, 0.901, -4.781], [6.459, 0.565, -3.117], [7.561, 1.087, -4.430], [7.994, 3.082, -2.624], [6.592, 2.626, -1.743], [6.746, 5.051, -3.422], [6.861, 5.031, -1.629], [4.648, 4.384, -3.288], [4.823, 6.571, -3.418], [4.884, 6.874, -1.816], [2.625, 7.201, -2.223], [2.700, 5.539, -1.489], [0.845, 7.128, -3.478], [0.501, 5.527, -3.009], [0.727, 5.972, -4.766], [-1.462, -5.611, -7.406], [-0.485, -5.395, -6.368], [-0.921, -5.843, -5.062], [0.327, -5.945, -4.153], [1.098, -7.214, -4.355], [2.323, -7.214, -3.512], [3.566, -6.423, -4.089], [4.803, -6.528, -3.357], [4.738, -5.978, -2.071], [-1.002, -5.227, -8.317], [-2.402, -5.136, -7.127], [-1.612, -6.674, -7.592], [-1.416, -6.787, -5.290], [-1.652, -5.128, -4.683], [0.006, -5.798, -3.121], [0.910, -5.033, -4.282], [1.291, -7.222, -5.346], [2.666, -8.235, -3.350], [2.036, -6.929, -2.500], [3.430, -5.367, -4.324], [3.859, -6.906, -5.022], [5.752, -6.064, -1.681], [4.024, -6.537, -1.466], [4.495, -4.915, -2.085], [-6.668, 2.349, 6.781], [-5.337, 2.867, 7.257], [-4.718, 3.873, 6.228], [-5.549, 3.565, 8.498], [-7.408, 3.149, 6.739], [-7.062, 1.511, 7.356], [-6.691, 1.966, 5.761], [-4.672, 2.013, 7.386], [-3.760, 4.229, 6.607], [-5.259, 4.793, 6.005], [-4.601, 3.438, 5.236], [-6.103, 4.321, 8.292], [5.003, 5.585, 5.932], [3.830, 4.832, 5.303], [4.263, 3.674, 4.482], [3.071, 4.413, 6.390], [5.597, 4.953, 6.592], [4.745, 6.424, 6.577], [5.762, 5.934, 5.233], [3.226, 5.589, 4.803], [4.680, 3.905, 3.502], [3.429, 2.991, 4.320], [4.977, 3.037, 5.003], [3.175, 5.000, 7.143], [-0.617, 1.234, -0.675], [0.185, -0.039, -1.114], [1.600, -0.192, -0.467], [-0.542, -1.195, -0.908], [-1.633, 1.144, -1.059], [-0.199, 2.176, -1.029], [-0.757, 1.381, 0.396], [0.370, 0.067, -2.183], [2.233, 0.675, -0.659], [2.165, -1.028, -0.880], [1.548, -0.284, 0.618], [-0.588, -1.264, 0.048]],
  "smiles": "COC[C@H](C)N.COC[C@H](C)N.COCCNCCOC.COCCNCCOC.CC(C)O.CC(C)O.CC(C)O",
  "homo_energy_ev": -8.77,
  "orbital_gap_ev": 9.01,
  "de_lowest_ev": 0.7608
}

***

Q: Which formula does entry 2 have?
A: C29H76N4O9